[1]
The following is a quantum chemistry calculation of a single C4H9N3O molecule, from the Open Molecules 2025 dataset.

Element x y z (Å)
C: 1.841 0.393 -1.669
O: 0.545 0.282 -1.120
C: 0.200 1.226 0.235
N: 0.868 2.030 0.795
H: 1.780 0.609 -2.739
H: 2.372 -0.561 -1.545
H: 2.379 1.198 -1.162
N: -1.298 0.244 1.901
N: -0.364 -1.866 0.435
C: -1.111 0.442 0.469
C: -0.838 -0.845 -0.266
H: -0.774 0.970 2.384
H: -2.273 0.309 2.166
H: -0.033 -2.701 -0.021
H: -0.085 -1.655 1.391
H: -1.931 0.974 -0.022
H: -1.278 -1.048 -1.231

Summary:
E_LUMO in Ha: 0.0147
HOMO-LUMO gap in eV: 8.2
Net charge: 0
Energy relative to the best compared isomer or geometry (same formula, charge and spin) in eV: 3.850
Total energy in eV: -10808.6119
Molar mass in g/mol: 115.1


[2]
The following is a quantum chemistry calculation of a single C4H9N3O molecule, from the Open Molecules 2025 dataset.

Element x y z (Å)
H: -1.631 2.185 -0.396
N: -2.323 1.476 -0.158
C: -1.824 0.315 -0.047
C: -2.686 -0.857 0.319
N: -0.474 -0.037 -0.229
C: 0.501 0.774 -0.545
O: 0.815 1.911 -0.725
N: 1.706 -0.415 -0.501
C: 2.761 -0.140 0.480
H: -2.329 -1.313 1.245
H: -3.713 -0.528 0.449
H: -2.643 -1.616 -0.465
H: 0.698 -1.016 -0.197
H: 2.089 -0.544 -1.434
H: 3.531 -0.913 0.453
H: 3.208 0.835 0.278
H: 2.313 -0.118 1.473

Summary:
E_LUMO in Ha: 0.0214
HOMO-LUMO gap in eV: 9.9
Net charge: 0
Energy relative to the best compared isomer or geometry (same formula, charge and spin) in eV: 2.036
Total energy in eV: -10810.4260
Molar mass in g/mol: 115.1


[3]
The following is a quantum chemistry calculation of a single C4H9N3O molecule, from the Open Molecules 2025 dataset.

Element x y z (Å)
C: 0.487 -0.815 1.121
C: 1.062 0.450 0.847
C: -0.389 1.063 -0.181
N: 0.212 1.683 -1.313
N: 0.987 -1.997 0.733
C: -1.021 -0.399 -0.846
N: -2.208 -0.716 -0.598
O: -1.257 1.636 0.510
H: -0.411 -0.848 1.725
H: 0.649 2.566 -1.073
H: -0.310 1.663 -2.178
H: 0.374 -2.800 0.715
H: 1.742 -2.009 0.060
H: -2.571 -0.094 0.142
H: 1.968 0.425 0.248
H: 1.128 1.139 1.681
H: -0.443 -0.947 -1.594

Summary:
E_LUMO (spin up / spin down) in Ha: 0.0010 / 0.0010
HOMO-LUMO gap (spin up / spin down) in eV: 8.0 / 8.0
Net charge: 0
Energy relative to the best compared isomer or geometry (same formula, charge and spin) in eV: 3.844
Total energy in eV: -10808.6177
Molar mass in g/mol: 115.1


[4]
The following is a quantum chemistry calculation of a 2-piece molecular cluster, C4H9N3O overall, from the Open Molecules 2025 dataset.

Element x y z (Å)
C: -1.084 1.251 -1.639
C: -1.229 0.858 -0.191
C: -0.587 -0.757 1.457
N: -0.856 -0.464 0.158
O: -1.751 1.584 0.632
H: -0.079 1.634 -1.824
H: -1.226 0.398 -2.298
H: -1.804 2.039 -1.849
H: -0.692 0.064 2.168
H: -0.970 -1.723 1.785
N: 1.962 -0.995 0.950
C: 1.683 -0.378 -0.188
N: 0.749 -0.861 -1.001
H: 2.585 -0.445 1.543
H: 0.680 -0.991 1.496
H: 0.577 -1.843 -0.797
H: 2.042 0.630 -0.402

Summary:
E_LUMO in Ha: -0.0219
HOMO-LUMO gap in eV: 9.0
Net charge: 0
Energy relative to the best compared isomer or geometry (same formula, charge and spin) in eV: 3.955
Total energy in eV: -10808.5072
Molar mass in g/mol: 115.1


Copy entry 3 word for word.
The following is a quantum chemistry calculation of a single C4H9N3O molecule, from the Open Molecules 2025 dataset.

Element x y z (Å)
C: 0.487 -0.815 1.121
C: 1.062 0.450 0.847
C: -0.389 1.063 -0.181
N: 0.212 1.683 -1.313
N: 0.987 -1.997 0.733
C: -1.021 -0.399 -0.846
N: -2.208 -0.716 -0.598
O: -1.257 1.636 0.510
H: -0.411 -0.848 1.725
H: 0.649 2.566 -1.073
H: -0.310 1.663 -2.178
H: 0.374 -2.800 0.715
H: 1.742 -2.009 0.060
H: -2.571 -0.094 0.142
H: 1.968 0.425 0.248
H: 1.128 1.139 1.681
H: -0.443 -0.947 -1.594

Summary:
E_LUMO (spin up / spin down) in Ha: 0.0010 / 0.0010
HOMO-LUMO gap (spin up / spin down) in eV: 8.0 / 8.0
Net charge: 0
Energy relative to the best compared isomer or geometry (same formula, charge and spin) in eV: 3.844
Total energy in eV: -10808.6177
Molar mass in g/mol: 115.1


Which value of net charge does entry 3 give?
0


The highest energy relative to the best compared isomer or geometry (same formula, charge and spin) belongs to which entry?
number 4


Which of these has the highest energy relative to the best compared isomer or geometry (same formula, charge and spin)?
number 4